{
  "formula": "C30H52BaBrN3P2S",
  "method": "ωB97M-V/def2-TZVPD",
  "e_lumo_ha": -0.2209,
  "energy_ev": -136561.2860,
  "orbital_gap_ev": 7.58,
  "fmax_ev_per_a": 1.47,
  "homo_ev": -13.59,
  "total_charge": 2,
  "symbols": ["N", "C", "C", "C", "C", "C", "C", "Ba", "P", "C", "C", "C", "C", "C", "C", "C", "Br", "H", "H", "H", "H", "H", "H", "H", "H", "H", "H", "P", "C", "C", "H", "H", "H", "H", "H", "C", "C", "H", "H", "H", "H", "H", "C", "C", "H", "H", "H", "H", "H", "C", "C", "H", "H", "H", "H", "H", "C", "C", "H", "H", "H", "H", "H", "C", "C", "H", "H", "H", "H", "H", "C", "N", "C", "C", "S", "N", "C", "C", "H", "H", "H", "H", "H", "H", "H", "H", "H", "H", "H", "H"],
  "coordinates": [[-4.687, -1.070, 3.000], [-3.834, -0.182, 3.505], [-3.211, 0.786, 2.716], [-3.504, 0.835, 1.325], [-4.445, -0.093, 0.824], [-5.023, -1.009, 1.710], [-2.837, 1.782, 0.445], [0.063, 0.594, 0.640], [2.246, 0.620, -1.598], [-2.703, 1.614, -0.906], [-1.839, 2.432, -1.738], [-1.851, 2.282, -3.150], [-0.971, 3.003, -3.948], [-0.017, 3.828, -3.339], [-0.056, 4.088, -1.966], [-0.959, 3.382, -1.166], [1.440, 4.488, -4.416], [-2.418, 2.670, 0.940], [-3.274, 0.851, -1.434], [-2.490, 1.474, 3.169], [-4.736, -0.108, -0.226], [-3.643, -0.212, 4.581], [-5.782, -1.703, 1.343], [-2.563, 1.589, -3.611], [-1.000, 3.607, -0.091], [-0.970, 2.888, -5.029], [0.631, 4.807, -1.525], [-0.489, -2.529, -0.451], [2.873, 2.210, -0.879], [3.596, 3.169, -1.821], [3.540, 1.936, -0.048], [2.011, 2.746, -0.434], [3.981, 4.023, -1.242], [4.449, 2.714, -2.346], [2.905, 3.585, -2.572], [1.868, 1.021, -3.348], [3.009, 0.985, -4.360], [1.443, 2.032, -3.331], [1.056, 0.344, -3.670], [2.598, 1.249, -5.345], [3.796, 1.719, -4.142], [3.471, -0.006, -4.441], [3.672, -0.519, -1.673], [5.058, 0.097, -1.796], [3.492, -1.201, -2.517], [3.607, -1.120, -0.749], [5.793, -0.716, -1.744], [5.213, 0.606, -2.756], [5.286, 0.805, -0.989], [0.502, -3.972, 0.141], [2.010, -3.779, -0.012], [0.174, -4.860, -0.420], [0.238, -4.119, 1.199], [2.526, -4.690, 0.315], [2.308, -3.595, -1.051], [2.386, -2.944, 0.594], [-0.364, -2.809, -2.272], [-1.215, -1.858, -3.114], [-0.641, -3.856, -2.465], [0.701, -2.696, -2.529], [-1.039, -2.059, -4.180], [-2.290, -1.989, -2.930], [-0.969, -0.803, -2.918], [-2.191, -3.171, -0.177], [-2.540, -3.416, 1.290], [-2.320, -4.092, -0.763], [-2.867, -2.408, -0.597], [-3.577, -3.768, 1.367], [-1.897, -4.167, 1.763], [-2.464, -2.496, 1.882], [-0.878, -0.458, 5.624], [0.585, -0.507, 5.686], [1.153, -1.247, 6.813], [1.308, 0.046, 4.686], [0.540, 1.070, 3.514], [2.631, -0.289, 4.537], [3.629, -0.221, 5.605], [3.232, -0.112, 3.220], [-1.254, -1.104, 6.422], [-1.248, -0.809, 4.646], [-1.246, 0.564, 5.771], [1.921, -1.960, 6.488], [1.547, -0.573, 7.590], [0.328, -1.803, 7.264], [4.210, -1.151, 5.555], [4.318, 0.620, 5.405], [3.210, -0.097, 6.605], [2.680, -0.684, 2.461], [3.250, 0.943, 2.902], [4.259, -0.489, 3.278]],
  "mulliken_charge": [-0.53, -0.78, -0.18, 1.05, -0.46, -0.65, -0.90, 1.52, 0.62, -0.25, 0.72, -0.68, -0.36, -0.63, -0.10, -0.61, -0.02, 0.63, 0.12, 0.46, 0.56, 0.50, 0.41, 0.47, 0.47, 0.44, 0.55, 0.82, -0.32, -1.02, 0.40, 0.42, 0.41, 0.23, -0.08, 0.68, -1.52, -1.21, 0.32, 0.46, 0.24, 0.35, -0.58, -1.43, 0.47, 0.33, 0.45, 0.25, 0.30, -0.85, -1.07, 0.46, 0.37, 0.46, 0.26, 0.05, -0.73, -1.24, 0.57, 0.36, 0.44, 0.35, 0.07, -0.53, -1.32, 0.48, 0.26, 0.39, 0.38, 0.17, -0.64, 0.09, -1.01, 0.29, -0.33, 0.15, -1.01, -0.82, 0.29, 0.09, 0.29, 0.41, 0.34, 0.33, 0.38, 0.38, 0.30, 0.00, 0.35, 0.46]
}